(1)
128
Properties=species:S:1:pos:R:3:mulliken_charge:R:1 method="wB97M-V/def2-TZVPD" charge=-1 orbital_gap_ev=5.63 e_homo_ev=-4.96 total_energy_ev=-3205651.774
C 0.90 3.64 5.33 -0.241
C 1.21 2.55 4.89 -1.060
C 1.64 1.28 4.33 -0.435
C 2.33 1.49 2.97 0.368
O 1.50 2.19 2.05 -0.674
C 0.32 1.54 1.64 0.049
C 0.39 0.96 0.22 -0.040
C 1.01 1.97 -0.74 -0.515
C 1.53 1.34 -2.03 -0.403
C 3.56 2.48 3.24 0.128
O 4.46 2.01 3.95 -0.790
O 3.51 3.61 2.72 -0.763
N 2.94 0.26 2.47 0.717
C 3.55 0.48 1.18 0.088
C 5.04 0.08 1.18 -0.769
C 5.60 -0.20 -0.22 0.343
C 6.98 0.43 -0.39 -1.167
O 7.96 -0.27 0.35 -0.549
C 8.34 0.34 1.57 -0.457
C 2.21 -0.97 2.70 -0.762
C 2.74 -2.18 1.95 1.412
O 3.91 -2.70 2.54 -0.652
C 1.69 -3.29 2.06 0.634
F 0.58 -3.02 1.34 -0.244
F 2.16 -4.47 1.62 -0.321
F 1.28 -3.50 3.31 -0.324
H 0.68 4.64 5.61 0.463
H 2.42 0.86 4.97 0.616
H 0.79 0.60 4.24 0.380
H -0.05 0.79 2.35 0.195
H -0.47 2.29 1.58 0.040
H 0.86 -0.03 0.19 -0.430
H -0.66 0.85 -0.10 0.651
H 0.26 2.74 -0.97 0.607
H 1.83 2.51 -0.26 0.106
H 0.83 0.58 -2.37 0.186
H 1.68 2.12 -2.79 0.576
H 2.52 0.93 -1.84 -0.523
H 3.02 0.03 0.33 -0.498
H 3.56 1.55 0.99 -0.175
H 5.55 0.96 1.55 0.496
H 5.25 -0.71 1.91 0.819
H 5.76 -1.27 -0.37 0.337
H 4.92 0.17 -1.00 -1.133
H 6.94 1.47 -0.03 0.822
H 7.25 0.49 -1.44 0.758
H 8.77 1.34 1.45 0.215
H 9.12 -0.28 2.00 0.302
H 7.52 0.39 2.29 0.212
H 1.13 -0.92 2.50 0.237
H 2.30 -1.24 3.76 0.339
H 2.82 -2.02 0.87 -0.870
H 4.52 -2.96 1.84 0.416
C 1.07 -4.07 -1.89 -0.359
Br -0.48 -3.37 -2.79 0.102
Br 1.77 -5.63 -2.78 -0.061
Br 2.41 -2.72 -1.63 0.093
H 0.75 -4.38 -0.90 0.282
C -3.72 3.58 2.38 0.284
Br -5.29 4.31 1.53 -0.083
Br -3.04 2.07 1.43 0.128
Br -2.37 4.91 2.69 -0.013
H -4.04 3.23 3.35 -0.358
C -7.46 1.43 3.35 -0.146
Br -7.97 -0.41 3.57 0.067
Br -8.98 2.61 3.46 -0.033
Br -6.07 1.93 4.57 0.097
H -7.06 1.53 2.35 0.107
C -2.16 -5.91 -5.92 0.040
Br -2.05 -7.40 -4.71 -0.016
Br -3.15 -4.45 -5.16 0.044
Br -0.41 -5.35 -6.51 0.012
H -2.70 -6.24 -6.79 -0.094
C -4.39 -0.41 -5.74 -0.369
Br -2.53 -0.02 -5.47 0.084
Br -5.10 -1.52 -4.34 -0.023
Br -5.44 1.19 -5.96 -0.051
H -4.47 -0.97 -6.66 0.345
C 3.41 0.16 -5.41 -0.357
Br 4.20 0.26 -3.66 0.110
Br 1.50 0.02 -5.31 -0.046
Br 3.96 1.64 -6.51 -0.048
H 3.78 -0.74 -5.88 0.383
C -2.74 -7.16 -10.24 -0.308
Br -2.64 -8.66 -9.04 -0.006
Br -3.73 -5.70 -9.48 -0.010
Br -0.99 -6.61 -10.83 0.005
H -3.28 -7.49 -11.12 0.318
C -7.03 -1.93 -0.05 0.438
Br -8.58 -1.16 -0.88 0.022
Br -6.38 -3.46 -1.01 -0.023
Br -5.67 -0.61 0.22 0.148
H -7.33 -2.28 0.92 -0.550
C -4.61 5.50 6.07 -0.311
Br -5.45 5.61 7.79 -0.046
Br -3.62 3.86 5.88 -0.051
Br -5.87 5.77 4.63 0.019
H -3.90 6.31 6.00 0.400
C -10.43 1.80 -2.52 -0.367
Br -10.39 2.08 -0.62 0.039
Br -11.88 2.75 -3.35 -0.057
Br -8.74 2.24 -3.33 0.055
H -10.60 0.75 -2.69 0.306
C 10.88 1.54 -2.28 -0.377
Br 11.55 -0.25 -2.53 -0.068
Br 10.40 2.38 -3.95 -0.062
Br 9.43 1.58 -1.03 0.140
H 11.70 2.13 -1.86 0.386
C -7.83 -4.58 3.50 -0.354
Br -7.78 -4.22 5.39 -0.033
Br -9.30 -3.66 2.65 -0.037
Br -6.16 -4.16 2.65 -0.009
H -8.00 -5.64 3.37 0.419
C 5.05 4.86 0.38 -0.160
Br 4.63 3.13 -0.30 0.299
Br 6.93 4.97 0.80 -0.106
Br 4.52 6.25 -0.85 -0.106
H 4.49 4.99 1.30 0.216
C -11.08 -6.06 6.42 0.008
Br -11.98 -5.93 8.11 -0.023
Br -10.18 -7.75 6.23 -0.005
Br -12.28 -5.73 4.95 -0.015
H -10.33 -5.29 6.39 0.014
C 7.84 6.54 -3.66 -0.382
Br 8.43 5.10 -2.54 0.120
Br 6.14 6.16 -4.47 -0.030
Br 7.81 8.22 -2.71 -0.036
H 8.55 6.65 -4.46 0.334

(2)
80
Properties=species:S:1:pos:R:3:mulliken_spin:R:1 method="wB97M-V/def2-TZVPD" e_above_lowest_kcal_mol=0.00 charge=-1 orbital_gap_ev="6.55 / 6.65" e_homo_ev="-4.14 / -4.25" multiplicity=3 total_energy_ev=-154810.232
V -1.39 0.27 -0.96 2.026
C 4.46 -0.23 4.48 0.000
C 4.38 0.81 3.35 0.000
C 4.51 2.22 3.95 0.000
C 5.56 0.59 2.41 0.000
C 3.04 0.68 2.63 -0.001
C 2.94 0.39 1.28 -0.002
C 1.69 0.29 0.69 -0.025
Br 1.56 -0.13 -1.15 0.019
C 0.49 0.46 1.39 0.025
O -0.68 0.35 0.80 -0.023
C 0.59 0.77 2.77 -0.015
C 1.85 0.87 3.34 -0.001
C -0.68 1.00 3.60 0.003
C -0.36 1.37 5.05 0.000
C -1.51 2.16 3.00 -0.004
C -1.52 -0.28 3.62 0.004
H 5.41 -0.14 5.01 0.000
H 4.38 -1.24 4.07 0.000
H 3.66 -0.09 5.20 0.000
H 5.46 2.33 4.48 0.000
H 3.71 2.43 4.66 0.000
H 4.46 2.98 3.16 0.000
H 6.50 0.69 2.97 0.000
H 5.58 1.32 1.60 0.000
H 5.54 -0.41 1.97 0.000
H 3.81 0.24 0.66 0.000
H 1.92 1.11 4.39 0.000
H 0.22 2.29 5.12 0.000
H 0.19 0.57 5.56 0.000
H -1.30 1.52 5.59 0.000
H -0.91 3.07 2.98 0.000
H -2.39 2.34 3.62 0.000
H -1.84 1.94 1.99 0.008
H -0.96 -1.10 4.07 0.000
H -1.82 -0.58 2.62 0.000
H -2.43 -0.13 4.22 0.000
S -3.58 1.07 -0.79 -0.035
C -3.56 2.59 -1.68 0.016
C -4.74 3.32 -1.82 0.002
C -4.77 4.51 -2.52 0.002
C -3.61 5.00 -3.10 0.003
C -2.43 4.28 -2.98 0.002
C -2.39 3.07 -2.28 0.013
S -0.86 2.21 -2.14 -0.050
H -5.65 2.93 -1.36 0.000
H -5.70 5.06 -2.60 0.000
H -3.62 5.93 -3.65 0.000
H -1.52 4.64 -3.44 0.000
C -0.29 0.05 -6.11 0.002
C -0.13 -1.00 -5.05 0.006
C 0.78 -2.04 -5.19 0.005
C 0.92 -2.99 -4.18 0.001
C 1.89 -4.13 -4.34 0.000
C 0.18 -2.87 -3.02 0.002
C -0.74 -1.83 -2.83 -0.060
C -0.89 -0.92 -3.89 -0.020
N -1.47 -1.57 -1.67 0.075
C -1.89 -2.67 -0.78 -0.014
C -3.05 -2.13 0.07 0.020
C -0.79 -3.11 0.20 0.009
C -2.43 -3.86 -1.57 0.000
H 0.15 -0.28 -7.06 0.000
H 0.21 0.98 -5.81 0.000
H -1.34 0.29 -6.28 0.000
H 1.37 -2.12 -6.10 0.001
H 2.51 -4.01 -5.22 0.000
H 1.37 -5.08 -4.43 0.000
H 2.56 -4.20 -3.47 0.000
H 0.35 -3.60 -2.24 0.000
H -1.63 -0.13 -3.79 0.022
H -2.74 -1.29 0.69 -0.013
H -3.42 -2.91 0.74 0.002
H -3.87 -1.80 -0.57 0.000
H -0.46 -2.25 0.80 -0.002
H 0.09 -3.50 -0.31 0.001
H -1.16 -3.88 0.87 0.000
H -3.23 -3.53 -2.23 -0.001
H -2.84 -4.60 -0.87 0.000
H -1.68 -4.35 -2.17 0.001

(3)
82
Properties=species:S:1:pos:R:3:mulliken_spin:R:1 method="wB97M-V/def2-TZVPD" e_above_lowest_kcal_mol=37.55 charge=-2 orbital_gap_ev="3.69 / 3.30" e_homo_ev="0.79 / 1.17" multiplicity=2 total_energy_ev=-150903.412
Cu 0.40 -0.20 -0.51 0.052
C -1.24 0.21 -1.37 0.974
Ge -3.01 -0.37 -1.17 -0.161
C -4.02 -1.98 -0.37 0.033
C -3.67 -3.21 -0.95 -0.014
C -4.18 -4.42 -0.48 0.007
C -5.06 -4.44 0.60 -0.003
C -5.41 -3.23 1.20 0.003
C -4.90 -2.03 0.72 -0.009
C -3.96 -0.62 -2.96 0.001
C -3.25 -0.77 -4.16 0.036
C -3.90 -1.05 -5.36 0.016
C -5.29 -1.18 -5.39 0.000
C -6.01 -1.01 -4.22 0.002
C -5.35 -0.74 -3.02 0.009
C -4.02 1.27 -0.54 0.038
C -4.02 2.36 -1.42 -0.001
C -4.52 3.60 -1.06 -0.003
C -5.04 3.80 0.22 0.009
C -5.05 2.74 1.11 -0.010
C -4.55 1.50 0.73 0.013
H -2.97 -3.22 -1.78 0.014
H -3.90 -5.35 -0.96 0.000
H -5.46 -5.37 0.97 -0.001
H -6.08 -3.23 2.05 0.000
H -5.20 -1.11 1.20 -0.003
H -2.17 -0.67 -4.13 -0.016
H -3.32 -1.18 -6.27 0.000
H -5.79 -1.40 -6.33 0.000
H -7.10 -1.10 -4.24 -0.001
H -5.93 -0.63 -2.11 0.001
H -3.59 2.22 -2.41 -0.002
H -4.49 4.42 -1.77 0.001
H -5.43 4.77 0.51 0.001
H -5.45 2.89 2.11 0.000
H -4.55 0.70 1.47 0.007
C 2.74 -1.43 3.23 -0.001
Si 2.75 0.10 2.07 0.008
C 3.15 1.56 3.24 0.001
C 4.38 -0.13 1.10 -0.002
O 1.45 0.31 1.22 -0.021
H 3.63 -2.06 3.08 0.000
H 1.86 -2.06 3.02 0.000
H 2.70 -1.16 4.29 0.000
H 4.02 1.33 3.87 0.000
H 2.30 1.78 3.90 0.000
H 3.37 2.47 2.67 0.000
H 5.26 -0.03 1.75 0.000
H 4.47 0.62 0.30 0.000
H 4.42 -1.12 0.63 0.000
C -1.60 0.23 2.90 0.016
N -1.37 -0.98 3.70 0.000
C -0.70 -0.72 4.96 0.000
C -1.13 -2.14 2.98 0.002
N -1.25 -2.12 1.72 -0.001
N -0.84 -3.29 3.80 0.001
C -1.96 -3.70 4.63 0.000
C -0.27 -4.40 3.07 -0.001
H -2.11 0.97 3.52 0.001
H -2.21 -0.02 2.03 0.012
H -0.66 0.63 2.51 -0.011
H 0.06 0.05 4.83 0.000
H -0.23 -1.62 5.34 0.000
H -1.42 -0.36 5.71 0.000
H -1.21 -3.02 1.25 0.001
H -2.41 -2.83 5.11 0.000
H -1.60 -4.39 5.41 0.000
H -2.73 -4.21 4.05 0.000
H 0.49 -4.03 2.38 0.000
H -1.02 -4.97 2.50 0.000
H 0.21 -5.07 3.78 0.000
C 3.29 -3.56 -2.14 -0.007
C 3.12 -2.38 -2.85 0.010
C 2.41 -1.34 -2.28 -0.021
N 1.85 -1.41 -1.07 0.019
C 2.04 -2.54 -0.38 -0.008
C 2.74 -3.63 -0.87 0.002
H 3.83 -4.40 -2.56 -0.002
H 3.56 -2.27 -3.83 0.001
H 2.26 -0.41 -2.81 0.000
H 1.61 -2.54 0.62 0.008
H 2.86 -4.51 -0.26 0.001